Entry 1:
Density functional theory data (ωB97M-V/def2-TZVPD) for the molecule C28H32N4O4S in a non-equilibrium geometry.

```
69
Properties=species:S:1:pos:R:3:forces:R:3:lowdin_charge:R:1
H -0.660757 -3.953367 -3.570725 0.1 0.0 0.1 0.1346
C -2.495257 0.332844 -2.199231 0.1 -0.1 0.1 -0.0162
C 3.442535 -4.811727 1.807552 0.0 0.0 0.0 -0.0526
C -1.201451 4.172104 1.014222 -0.2 0.7 -0.2 -0.1698
N -1.132367 -2.428678 -2.237213 0.1 -0.1 -0.1 -0.0798
C -0.750981 -5.357010 1.112650 0.0 -0.1 -0.1 -0.0365
C -3.292145 1.862541 -0.529904 -0.1 0.1 0.0 -0.0495
C 0.245750 -4.409021 -1.668602 -0.2 0.2 -0.6 -0.4578
H -3.102559 -2.190371 -1.581135 0.0 -0.1 0.0 0.0936
C -3.319106 1.383526 -1.830416 0.0 0.0 0.0 -0.0437
H -2.576698 -3.863975 -1.839620 0.0 0.0 0.0 0.1007
H -0.933650 -6.022730 0.269075 -0.1 0.0 0.0 0.0733
C 2.862178 -4.220631 0.697283 -0.1 0.0 0.0 -0.2071
H 3.297364 -2.351608 -0.263377 0.1 0.1 -0.1 0.0816
O -3.425727 2.789443 2.306649 0.0 0.1 -0.3 -0.2774
N -0.977840 3.021524 1.857122 -0.8 -0.5 0.4 -0.2285
C 0.720386 -5.192483 1.325994 0.0 0.1 -0.1 -0.1962
C -0.189783 -3.405020 -2.753277 0.2 -0.1 0.0 -0.0420
H -0.241570 6.060911 0.618809 0.0 0.0 0.1 0.1112
H -1.214346 -4.396417 0.886439 -0.1 0.1 0.0 0.0810
H 2.353696 2.538468 -0.381693 0.0 -0.1 0.1 0.0965
C 1.500677 -4.431848 0.454043 0.2 -0.3 0.3 -0.1441
C -1.622877 0.221653 0.038106 0.1 -0.3 -0.1 0.0038
C 3.670619 -3.376348 -0.241840 0.0 -0.1 0.0 -0.0342
H 1.353378 3.795255 2.881061 0.0 -0.1 0.0 0.1310
C -0.080927 5.193964 1.256183 -0.4 -0.1 -0.1 -0.1317
H 0.689057 -2.870538 -3.124124 -0.1 -0.1 0.0 0.1355
H -2.174936 4.582061 1.282848 0.1 0.1 -0.1 0.1210
H -0.981787 -0.224173 0.782331 0.1 -0.1 0.0 0.1295
H -1.220978 -5.775098 1.998910 0.0 0.0 0.1 0.0782
H -2.497593 -0.022258 -3.219125 0.0 -0.1 -0.1 0.1241
C 1.706080 4.597861 -0.310809 0.2 0.1 -0.3 -0.2294
H 3.616662 -3.773868 -1.255054 0.0 0.0 -0.1 0.0869
O 0.539584 -1.115004 -1.495633 0.2 0.2 0.1 0.0531
H -3.973865 1.835333 -2.559761 -0.1 0.0 -0.1 0.1113
H -0.106541 5.510851 2.302711 -0.1 0.1 -0.1 0.1319
C 1.402589 3.443484 1.845545 -0.1 -0.3 0.0 -0.1372
C 2.304364 3.481938 -0.901629 -0.1 -0.1 0.2 -0.0309
C -2.446712 1.271563 0.389154 0.1 0.3 0.6 -0.2503
H -3.919107 2.679160 -0.208925 -0.1 0.1 0.0 0.1165
H 2.186308 6.782647 -2.862765 0.0 0.1 0.0 0.1020
C 2.689179 -5.598655 2.660884 0.0 0.0 0.0 -0.0813
H -2.932995 -2.827030 -3.232078 0.0 0.0 0.0 0.0990
H 3.153513 -6.062660 3.518139 0.0 0.0 0.1 0.1010
N 0.935698 -3.808321 -0.682446 0.3 0.4 0.5 0.1446
C 0.304763 2.391246 1.639640 0.6 -0.3 0.1 -0.1742
S -2.272887 1.988590 2.025039 0.1 0.1 0.1 0.6657
C -1.649228 -0.260424 -1.265959 0.0 0.4 0.1 -0.1333
H 1.271473 6.683234 -0.612483 0.0 0.1 0.1 0.1038
C 2.839801 3.553205 -2.174814 0.1 0.1 -0.1 -0.0886
C -0.659977 -1.306944 -1.665303 -0.1 0.1 0.0 -0.4180
H 2.388724 3.012998 1.674784 -0.1 0.0 0.0 0.1235
C 1.686307 5.787291 -1.048602 -0.1 0.0 0.0 -0.0314
H 1.190429 -2.834181 -0.831345 -0.2 -0.1 -0.1 0.1069
N 1.211276 4.595972 0.993966 0.1 0.1 0.3 -0.1019
C 1.341137 -5.780292 2.421396 0.1 0.0 0.0 -0.0471
C -2.514918 -2.843259 -2.222136 -0.4 -0.1 0.0 -0.0194
H -1.204260 3.887915 -0.052069 0.0 0.1 0.1 0.1339
O -1.887842 0.963096 2.945674 0.2 -0.1 -0.3 -0.2713
C 2.216667 5.848476 -2.320773 -0.1 0.0 0.0 -0.0922
H 4.712325 -3.354744 0.067007 0.1 0.0 0.0 0.0771
O -0.031955 -5.587111 -1.735589 0.0 -0.2 -0.1 0.0716
C 2.795019 4.730360 -2.898616 0.1 -0.1 -0.1 -0.1073
H 0.393251 1.582972 2.365600 0.2 0.0 -0.1 0.1242
H 3.288542 2.669597 -2.604990 0.0 -0.1 0.0 0.1033
H 4.494636 -4.660319 2.000320 0.1 0.0 0.0 0.1066
H 3.209191 4.779477 -3.893974 0.0 0.0 -0.1 0.0968
H 0.368484 1.977837 0.621003 0.0 0.0 0.1 0.1173
H 0.750979 -6.379937 3.098721 -0.1 0.0 0.1 0.1083
```
Positions in Å, forces in eV/Å.

Output
HOMO level	-7.94	eV
F_max	1.0	eV/A
SMILES	Cc1cccc(C)c1NC(=O)CN(C)C(=O)c1cccc(S(=O)(=O)N2CCN(c3ccccc3)CC2)c1
Kohn-Sham gap	8.182	eV
relative energy (zero: lowest compared OMol25 entry of this formula, charge and spin)	0.0	kcal/mol
net charge	0
E_LUMO	0.2	eV

***

Entry 2:
Density functional theory data (ωB97M-V/def2-TZVPD) for a cluster of 2 separate species, C28H32N5O in total in a non-equilibrium geometry.

```
66
Properties=species:S:1:pos:R:3:forces:R:3:lowdin_charge:R:1
N 1.471521 0.671611 0.799418 -1.4 -0.9 -1.2 0.0430
C -5.418327 -3.103205 -1.946226 -1.0 0.0 0.1 -0.0292
H -0.579641 -3.912251 -1.088825 0.2 0.3 -0.4 0.1010
C -1.855491 -2.506125 -1.977879 -1.6 0.6 0.2 -0.3446
H -5.579583 -3.747787 -1.059584 -0.1 0.4 -0.4 0.0955
H -0.321084 2.838839 0.861914 0.0 0.1 0.3 0.0659
N 2.648942 1.982516 2.210942 0.3 -0.4 0.4 -0.0342
C 1.978821 -2.177133 4.666186 0.4 -0.1 -0.3 -0.0361
H 4.888159 -4.205373 3.056605 -0.2 0.1 0.2 0.1065
C 1.704045 2.086214 1.123821 -0.1 1.3 0.2 -0.4702
C 0.473981 2.867413 1.607270 -0.5 -0.2 0.3 -0.0017
H 2.958753 -0.817257 1.013787 -0.2 0.4 0.3 0.1598
C -0.941508 0.536638 -2.033695 2.3 -0.4 -0.9 -0.0186
C -0.603519 -3.274006 -1.992077 1.1 0.0 0.0 -0.0084
H -0.539544 -0.319131 -2.644974 -0.3 1.6 0.8 0.1343
H 0.658025 -0.649987 3.041701 0.2 -0.1 -0.2 0.1326
H 2.292303 3.765094 3.242582 0.3 -0.2 0.1 0.0934
C -3.704236 4.171108 -5.456579 -1.1 2.1 -1.8 -0.1648
C -3.138321 1.850855 -4.780646 0.5 -0.2 0.0 0.0071
H 4.507952 -4.296900 5.531087 -0.2 0.2 -0.2 0.1069
C 3.050564 0.719109 2.534225 0.7 0.1 0.5 -0.3626
C -1.759278 1.490053 -2.767183 -1.2 1.4 -1.1 -0.1878
H -4.204814 -0.292674 -1.811834 0.5 -0.2 -0.1 0.1283
H 2.652449 -2.962561 6.557976 0.1 -0.1 -0.4 0.1100
N -2.970687 -3.276414 -1.934269 0.3 -0.2 -0.2 0.1348
H -6.167450 -2.292750 -1.957121 0.1 -0.6 0.0 0.0945
C 1.369180 -1.219138 2.422879 -0.2 0.1 0.1 -0.0893
H 3.619120 3.829910 2.086063 0.1 -0.2 0.3 0.0956
H -2.383407 -0.061621 -4.104510 -0.2 0.3 -0.1 0.1143
C 2.250070 -0.240835 1.639391 0.5 -0.2 -0.1 -0.1601
C -0.165525 0.999918 -0.948199 -0.4 -0.2 0.4 -0.0646
H -2.422710 4.847155 -3.310178 -0.1 -0.6 0.1 0.1337
H -1.372265 3.343032 -1.610732 -0.3 -0.2 -0.5 0.1089
C -2.442634 1.008038 -3.911288 0.3 0.5 0.2 -0.0198
C 4.076423 -3.641044 3.514365 -0.3 0.2 0.2 -0.0642
C 0.595487 0.183558 -0.125027 1.6 1.2 0.5 0.0184
H -0.116599 2.076002 -0.719428 -0.6 -1.0 -0.3 0.0636
C -3.602194 -1.199464 -1.882338 -0.6 -0.6 -0.1 -0.0575
N -2.218158 -1.213246 -1.961346 -0.6 -1.5 1.0 0.0585
C -1.848997 2.908602 -2.499371 0.1 -1.0 -0.5 0.0247
H 0.594380 -0.906511 -0.219306 -0.1 0.4 0.0 0.1334
C 3.252474 -2.850085 2.711018 0.1 -0.1 0.4 -0.0490
C 3.138287 3.193643 2.840230 0.0 0.4 -0.1 0.0031
H 1.690201 2.871611 -0.903985 0.2 0.1 0.0 0.0784
H 3.339712 2.722276 -0.210993 -0.3 -0.1 0.0 0.1073
H 2.236021 4.012534 0.341365 0.1 -0.5 -0.3 0.0907
H -5.545598 -3.730952 -2.852420 0.0 0.4 0.5 0.0974
C -2.471435 3.756154 -3.427615 0.6 -0.2 0.5 -0.0067
H -2.945730 -4.296521 -1.918047 -0.2 0.6 -0.1 0.1834
H 1.175885 -1.569495 5.090269 0.3 -0.2 0.0 0.1145
H 3.439499 -2.755698 1.636230 0.0 -0.2 0.4 0.1104
H 3.844847 2.971248 3.643747 -0.2 -0.2 -0.3 0.1066
C -3.095318 3.238528 -4.571602 0.1 -0.8 0.8 -0.2206
H 0.289274 -2.635837 -2.020974 -0.2 -0.3 0.0 0.0770
C 2.815244 -2.948905 5.475447 0.0 -0.1 -0.1 -0.0683
H -0.610067 -3.946736 -2.869415 0.2 0.4 0.3 0.1013
O 3.900013 0.430291 3.362851 -1.0 0.1 -0.9 0.1073
C 3.854899 -3.689774 4.900574 0.0 0.1 -0.3 -0.0738
H -3.629228 1.415313 -5.656359 0.1 0.3 0.3 0.1314
H 0.768352 -1.810955 1.712022 0.2 0.1 0.2 0.1152
H 0.773524 3.919660 1.733602 -0.3 -0.5 0.1 0.0902
C 2.290148 2.964837 0.004054 0.3 -0.2 -0.3 0.0062
N -4.158088 5.014260 -6.128243 0.9 -1.9 1.4 0.1847
C 2.208927 -2.125659 3.286192 -0.1 0.0 0.3 -0.2459
C -4.086178 -2.488813 -1.904786 0.7 0.7 0.0 -0.2999
H 0.090128 2.478820 2.559256 0.0 0.0 -0.2 0.1080
```
Positions in Å, forces in eV/Å.

Output
HOMO level	-11.09	eV
F_max	3.0	eV/A
Kohn-Sham gap	6.771	eV
relative energy (zero: lowest compared OMol25 entry of this formula, charge and spin)	32.9	kcal/mol
net charge	+1
E_LUMO	-4.3	eV

***

> Look up the HOMO level of the second one.

-11.09 eV

***

> What is the formula in the second record?

C28H32N5O